C33H52N2O11 | ωB97M-V with the def2-TZVPD basis set

## Properties
F_max ... 0.029 hartree/bohr
Structure (SMILES) ... O=[N+]([O-])c1ccccc1.O=[N+]([O-])c1ccccc1.CC(C)=O.CC(C)=O.CC(C)=O.CC(C)=O.CC(C)=O.CC(C)=O.CC(C)=O
Orbital gap ... 0.33576 Ha
Charge ... 0
2S+1 ... 1
Molecular weight ... 652.8 g mol⁻¹

Last column: Mulliken charge in e.
Geometry (Å):
1 O 7.08258 -0.92616 -3.82228  -0.60
2 N 6.22468 -1.11745 -4.66644  1.00
3 O 6.47217 -1.27844 -5.85796  -0.63
4 C 4.80576 -1.11056 -4.27296  -0.25
5 C 3.81006 -1.45526 -5.16933  -0.55
6 C 2.48832 -1.47997 -4.74226  -0.83
7 C 2.19686 -1.19242 -3.40949  -0.13
8 C 3.19312 -0.75826 -2.54280  0.67
9 C 4.51789 -0.73056 -2.96852  -0.20
10 H 4.07480 -1.56274 -6.21318  0.51
11 H 1.67411 -1.74398 -5.40227  0.51
12 H 1.20358 -1.21348 -2.97741  0.39
13 H 2.99884 -0.58715 -1.49279  -0.41
14 H 5.29274 -0.51391 -2.24611  0.54
15 O -10.06775 3.57712 2.28575  -0.61
16 N -9.08307 3.75996 2.96726  1.00
17 O -9.05223 4.36364 4.01318  -0.59
18 C -7.82249 3.15459 2.49808  -0.05
19 C -6.63313 3.37192 3.21065  -0.32
20 C -5.50873 2.67349 2.84389  -0.62
21 C -5.51349 1.88813 1.67505  -0.01
22 C -6.68587 1.69682 0.95661  -0.79
23 C -7.83369 2.33940 1.39780  -0.10
24 H -6.59012 4.05039 4.05070  0.44
25 H -4.57266 2.98707 3.28626  0.46
26 H -4.55345 1.56160 1.29868  0.35
27 H -6.59392 1.03238 0.10973  0.40
28 H -8.77883 2.15243 0.90438  0.44
29 C -0.21205 2.08553 5.00887  -0.72
30 C 0.57856 3.36916 5.19981  0.77
31 C 2.06159 3.19877 5.10292  -1.01
32 O 0.04382 4.43341 5.37713  -0.57
33 H 0.11597 1.30905 5.69814  0.40
34 H -0.17725 1.76835 3.96606  -0.01
35 H -1.26140 2.29483 5.22639  0.27
36 H 2.32432 2.33670 4.49290  0.24
37 H 2.53549 3.08088 6.07931  0.31
38 H 2.47162 4.11782 4.67914  0.34
39 C -1.12420 0.90493 0.98426  -0.65
40 C -0.09183 -0.20269 0.97934  0.73
41 C -0.23655 -1.26991 -0.08807  -0.61
42 O 0.78337 -0.28728 1.80968  -0.59
43 H -0.74721 1.79048 1.49161  0.00
44 H -2.03109 0.56186 1.48394  0.31
45 H -1.37020 1.22787 -0.02640  0.26
46 H -0.12611 -0.87571 -1.10015  0.02
47 H -1.23841 -1.69626 -0.00125  0.46
48 H 0.52925 -2.04340 -0.04564  0.12
49 C 1.49646 -5.43673 -3.09853  -1.46
50 C 1.85319 -4.42529 -2.03448  0.83
51 C 3.32961 -4.27758 -1.77268  -0.86
52 O 1.05036 -3.82278 -1.36429  -0.39
53 H 0.41289 -5.55297 -3.15612  0.32
54 H 1.81157 -6.43086 -2.77021  0.39
55 H 1.94095 -5.20426 -4.06303  0.36
56 H 3.71896 -5.28226 -1.57463  0.52
57 H 3.52827 -3.72047 -0.85856  -0.06
58 H 3.89689 -3.86135 -2.60495  0.25
59 C -1.18997 3.18859 -3.20665  -1.39
60 C -0.21724 2.04426 -3.08479  0.74
61 C 1.00119 2.13076 -3.95372  -0.82
62 O -0.28958 1.21496 -2.21282  -0.41
63 H -1.93855 3.19891 -2.41533  0.27
64 H -1.68521 3.29572 -4.17008  0.42
65 H -0.59038 4.08596 -3.02215  0.38
66 H 1.86214 1.81070 -3.36501  0.20
67 H 1.18499 3.05777 -4.48853  0.39
68 H 0.95112 1.35260 -4.72486  0.25
69 C -3.07970 5.83981 1.18712  -1.37
70 C -2.33668 4.55904 0.98700  0.83
71 C -0.95204 4.63018 0.36367  -0.68
72 O -2.82159 3.48215 1.25109  -0.34
73 H -2.49072 6.50559 1.82492  0.36
74 H -4.09062 5.62556 1.53213  0.27
75 H -3.22450 6.47511 0.30711  0.37
76 H -0.74399 5.52985 -0.21302  0.38
77 H -0.88866 3.71645 -0.22374  -0.10
78 H -0.18369 4.60325 1.14061  0.29
79 C -0.03901 -5.67396 1.45689  -0.51
80 C -1.42749 -6.08944 0.98721  0.61
81 C -1.76532 -5.75994 -0.43432  -0.69
82 O -2.17862 -6.71024 1.69496  -0.57
83 H 0.26197 -4.76238 0.94558  -0.06
84 H 0.64078 -6.46344 1.12442  0.24
85 H -0.05855 -5.64093 2.54263  0.36
86 H -2.85177 -5.67003 -0.52260  0.36
87 H -1.50771 -6.50265 -1.18961  0.23
88 H -1.35454 -4.78694 -0.70515  0.06
89 C 3.93680 -1.09874 1.23365  -1.06
90 C 5.06964 -1.81475 0.57285  0.85
91 C 5.88329 -2.78804 1.41299  -1.38
92 O 5.33381 -1.68979 -0.60139  -0.45
93 H 4.31847 -0.42656 2.00556  0.54
94 H 3.28479 -1.82056 1.72719  0.26
95 H 3.34670 -0.52303 0.52546  0.11
96 H 6.26100 -3.57517 0.76636  0.36
97 H 5.25778 -3.21236 2.20511  0.36
98 H 6.69871 -2.36678 2.00447  0.38

---

C16H53NO21P5 | ωB97M-V with the def2-TZVPD basis set

## Properties
F_max ... 0.081 hartree/bohr
Orbital gap ... 0.40704 Ha
Charge ... +1
2S+1 ... 1
Molecular weight ... 750.5 g mol⁻¹

Last column: Mulliken charge in e.
Geometry (Å):
1 N -5.33871 -15.18814 26.69302  1.06
2 H -5.74421 -15.08084 25.77424  -0.64
3 H -4.91730 -16.08762 26.87591  0.28
4 H -6.10267 -15.16878 27.35339  0.31
5 H -4.67757 -14.42463 26.70074  0.80
6 C -2.61784 -15.81727 24.02618  -0.20
7 O -1.78812 -15.52219 25.09295  -0.45
8 P -1.86328 -14.11425 25.87138  1.15
9 O -3.22485 -13.77493 26.39042  -0.79
10 O -0.71818 -14.20313 27.00183  -0.48
11 C 0.69957 -14.01801 26.65195  -0.80
12 O -1.19522 -13.03713 24.89619  -0.33
13 C -1.38042 -11.64994 25.12987  -0.82
14 H -2.10283 -16.26335 23.17537  0.38
15 H -3.15882 -14.93308 23.68905  0.07
16 H -3.27454 -16.63491 24.32333  0.00
17 H 1.01074 -14.02786 25.60735  0.31
18 H 1.26246 -14.84338 27.08785  0.35
19 H 1.17364 -13.09523 26.98635  0.30
20 H -2.01927 -11.43728 25.98704  0.38
21 H -1.83906 -11.23683 24.23149  0.24
22 H -0.45025 -11.09085 25.23138  0.32
23 C -7.07976 -18.95832 28.48060  -0.51
24 O -7.13775 -19.42264 27.17491  -0.42
25 P -5.98201 -19.22638 26.03900  0.48
26 O -5.32755 -17.89885 26.09758  0.06
27 O -4.98658 -20.49809 26.20449  -0.40
28 C -3.88672 -20.50730 27.14841  -0.52
29 O -6.80307 -19.56878 24.68183  -0.26
30 C -7.80184 -20.60338 24.54676  -0.77
31 H -7.16808 -19.81293 29.15138  0.40
32 H -7.98497 -18.35852 28.57502  0.24
33 H -6.16115 -18.41316 28.69751  0.06
34 H -4.09185 -21.36999 27.78227  0.29
35 H -3.93670 -19.58795 27.73184  0.13
36 H -2.89727 -20.61695 26.70449  0.26
37 H -7.79453 -21.01964 23.53940  0.26
38 H -8.77630 -20.13181 24.67383  0.26
39 H -7.71411 -21.44525 25.23353  0.32
40 C -8.84061 -11.06359 26.18212  -0.66
41 O -7.72710 -10.77767 25.33351  -0.39
42 P -7.02462 -11.96351 24.52368  0.30
43 O -6.69429 -13.20327 25.32690  0.41
44 O -7.96466 -12.32684 23.26679  -0.07
45 C -8.47479 -11.34516 22.43567  -0.90
46 O -5.66413 -11.28231 23.85017  -0.46
47 C -4.86251 -12.07478 23.02838  0.58
48 H -9.75149 -10.59197 25.81337  0.34
49 H -8.69008 -10.71572 27.20410  0.23
50 H -9.08456 -12.12556 26.21037  0.22
51 H -7.80418 -11.27054 21.57962  0.29
52 H -8.60008 -10.33823 22.83378  0.36
53 H -9.46889 -11.57697 22.05341  0.28
54 H -3.84670 -11.87338 23.36849  -0.41
55 H -4.98891 -11.72968 22.00221  0.33
56 H -5.05581 -13.14747 23.03567  -0.37
57 C -8.45908 -16.23329 24.65996  -0.16
58 O -7.70188 -17.13039 23.84043  -0.21
59 P -6.44978 -16.47106 23.07766  -0.36
60 O -5.53053 -15.70674 23.89688  0.89
61 O -5.79310 -17.63021 22.08489  -0.30
62 C -6.46309 -17.94209 20.86475  -0.82
63 O -7.27450 -15.49874 21.98642  -0.39
64 C -6.47026 -14.61185 21.22436  -0.52
65 H -8.34975 -15.21040 24.29962  -0.05
66 H -8.01942 -16.30520 25.65476  0.09
67 H -9.52135 -16.42338 24.81344  0.40
68 H -6.56876 -19.00960 20.67149  0.30
69 H -5.84888 -17.49454 20.08337  0.27
70 H -7.48417 -17.56303 20.82232  0.35
71 H -6.57297 -13.58938 21.58783  -0.15
72 H -6.78058 -14.43930 20.19382  0.41
73 H -5.43336 -14.92400 21.09984  0.33
74 C -8.67922 -12.14124 30.21443  -0.83
75 O -8.65235 -13.04392 29.12335  -0.12
76 P -8.35318 -14.60838 29.29104  -0.08
77 O -7.37090 -15.20384 28.32569  -0.08
78 O -9.77534 -15.36102 29.26776  -0.24
79 C -10.82225 -15.00433 30.11278  -0.78
80 O -7.83619 -14.83186 30.84794  -0.39
81 C -7.58092 -16.08320 31.37894  -0.40
82 H -8.11842 -11.21536 30.08659  0.31
83 H -8.23756 -12.59750 31.10036  0.33
84 H -9.68735 -11.84724 30.50655  0.34
85 H -10.50474 -14.38987 30.95524  0.34
86 H -11.30508 -15.89491 30.51507  0.28
87 H -11.57837 -14.39504 29.61765  0.28
88 H -8.45208 -16.46788 31.90923  0.28
89 H -6.70037 -15.92366 32.00126  0.29
90 H -7.31399 -16.90440 30.71375  -0.08
91 C -4.12612 -17.02679 31.01630  -0.82
92 O -4.46935 -16.60408 29.67957  -0.17
93 H -4.94886 -17.65462 31.35838  0.23
94 H -3.19646 -17.59449 31.05558  0.27
95 H -4.10960 -16.11382 31.61155  0.36
96 H -3.94517 -15.84766 29.40631  0.19

---

C4H15NO3 | ωB97M-V with the def2-TZVPD basis set

## Properties
F_max ... 0.035 hartree/bohr
Structure (SMILES) ... C[C@H](O)[C@@H](C)N.O.O
Orbital gap ... 0.33740 Ha
Charge ... 0
2S+1 ... 1
Molecular weight ... 125.2 g mol⁻¹

Last column: natural (NBO) charge in e.
Geometry (Å):
1 C 0.30453 -1.74402 0.11109  -0.66
2 C -0.44104 -0.41654 0.14365  0.09
3 O -0.34021 0.19572 -1.17817  -0.76
4 C 0.21039 0.62071 1.08756  -0.06
5 C -0.14647 0.30606 2.54532  -0.62
6 N 1.60001 0.87349 0.84061  -0.87
7 H 0.07987 -2.32136 1.00628  0.22
8 H 1.29943 -1.48613 -0.20832  0.23
9 H -0.10739 -2.33145 -0.69349  0.21
10 H -1.49952 -0.44200 0.41862  0.16
11 H -0.24243 -0.54683 -1.78635  0.48
12 H -0.28057 1.56332 0.87524  0.18
13 H -0.50475 1.12032 3.15548  0.22
14 H 0.61065 -0.32614 3.01864  0.21
15 H -1.00577 -0.38180 2.54066  0.20
16 H 2.34565 0.33719 1.25292  0.37
17 H 1.74677 1.18069 -0.10807  0.38
18 O -2.86707 2.49903 -0.78091  -0.95
19 H -2.75347 2.37366 -1.72986  0.47
20 H -2.18785 1.97007 -0.35294  0.47
21 O 1.28638 -1.20099 -3.07466  -0.95
22 H 0.77075 -1.10398 -3.88238  0.48
23 H 2.12211 -0.73904 -3.20093  0.48

---

C25H24IN4O4OsS2 | ωB97M-V with the def2-TZVPD basis set

## Properties
F_max ... 0.033 hartree/bohr
Orbital gap (spin up / spin down) ... 0.21917 / 0.25870 Ha
Charge ... +1
Expectation value of S² ... 6.019
2S+1 ... 5
Molecular weight ... 825.8 g mol⁻¹

Last column: Mulliken spin population.
Geometry (Å):
1 Os 0.29039 0.69561 -0.22910  3.24
2 C 2.03755 -1.30521 4.30913  0.00
3 C 2.24072 -2.07165 3.03541  -0.01
4 N 3.03266 -3.14062 3.10136  0.00
5 C 3.28512 -3.82189 1.98325  0.00
6 C 2.82496 -3.45451 0.73606  0.02
7 C 3.26428 -4.27582 -0.45764  -0.01
8 O 4.03340 -3.53062 -1.40771  0.00
9 C 1.97986 -2.33852 0.63873  0.05
10 C 1.59906 -1.97921 -0.75222  -0.07
11 N 0.81495 -1.09334 -1.19594  0.15
12 C 0.63697 -1.11211 -2.63463  0.00
13 C 0.29200 -2.29245 -3.27225  0.00
14 C 0.11455 -2.32944 -4.64832  0.00
15 C 0.28886 -1.18221 -5.40613  0.00
16 C 0.63776 0.00918 -4.78015  0.00
17 C 0.78707 0.02855 -3.40812  0.01
18 I 1.35274 1.83601 -2.48110  0.14
19 C 1.65070 -1.68838 1.82270  -0.06
20 O 0.82550 -0.57265 1.79069  0.16
21 H 2.89784 -1.48468 4.95040  0.00
22 H 1.14933 -1.67012 4.83075  0.00
23 H 1.92387 -0.23817 4.13614  0.00
24 H 3.92237 -4.69706 2.09054  0.00
25 H 2.40505 -4.66175 -0.99958  0.00
26 H 3.81804 -5.13900 -0.09455  0.00
27 H 4.92190 -3.40090 -1.06757  0.00
28 H 2.09887 -2.56036 -1.51762  0.00
29 H 0.13619 -3.18558 -2.66984  0.00
30 H -0.16675 -3.26219 -5.12710  0.00
31 H 0.15843 -1.20869 -6.48282  0.00
32 H 0.79330 0.91370 -5.35710  -0.01
33 O -1.87164 3.06763 1.72328  0.02
34 C -0.84266 2.46688 1.97908  0.01
35 O 0.12577 2.23036 1.13255  0.04
36 C -0.66629 1.98594 3.39254  0.03
37 C -0.59990 2.92430 4.41015  0.00
38 C -0.59119 2.52508 5.73995  0.00
39 C -0.70494 1.18200 6.07162  0.00
40 C -0.74889 0.23146 5.06616  0.00
41 C -0.68409 0.62063 3.72326  -0.02
42 S -0.74609 -0.64952 2.50819  0.03
43 H -0.58595 3.97947 4.15453  0.00
44 H -0.52250 3.27326 6.52420  0.00
45 H -0.74691 0.87314 7.11045  0.00
46 H -0.84489 -0.82056 5.31111  0.00
47 C -3.20504 1.26704 -4.00156  0.00
48 N -3.12568 2.19684 -2.88140  0.02
49 C -3.47512 3.61844 -3.05284  0.00
50 C -3.15802 4.21649 -1.67127  0.00
51 N -2.52608 3.08227 -0.97475  0.01
52 C -2.58191 1.97037 -1.67525  0.00
53 S -2.07429 0.41907 -1.11524  0.22
54 H -2.54728 1.59134 -4.81535  0.00
55 H -4.22723 1.21960 -4.37975  0.00
56 H -2.90290 0.27792 -3.67237  0.00
57 H -4.52203 3.72063 -3.32526  0.00
58 H -2.87162 4.05810 -3.84751  0.00
59 H -4.05360 4.53087 -1.14555  0.00
60 H -2.48346 5.06322 -1.73091  0.00
61 H -2.26311 3.09182 0.00627  0.00